C23H44N3O8 | ωB97M-V/def2-TZVPD

Last column: Mulliken charge in e.
Positions of all 78 atoms, in Å:
C: 0.44705 3.84853 -0.48680  -0.688
C: 1.13616 2.42062 -0.17696  0.674
O: 1.75767 1.86590 -1.11028  -0.552
O: 1.01273 1.94536 1.15125  -0.385
C: 1.23110 0.51297 1.25082  0.106
C: 0.38678 -0.19928 2.43095  -0.357
C: -1.07281 0.43161 2.66855  -1.065
C: -2.17809 -0.69971 2.34797  0.277
C: -2.75587 -0.46901 0.83019  -0.790
N: -4.15169 -0.01348 1.19754  0.248
O: -5.05624 -0.09448 0.16627  -0.303
C: -4.50801 0.37948 -1.07713  0.518
O: -4.31045 -0.47933 -1.98175  -0.522
C: -4.18161 1.88440 -1.42617  0.401
C: -4.49481 3.07273 -0.45862  -0.257
C: -4.16266 4.51838 -0.93613  -0.490
C: -3.55287 4.81751 -2.32885  -0.526
C: -3.22791 3.62657 -3.29005  -0.409
C: -3.54329 2.17479 -2.83584  -0.367
C: -4.49162 -0.95850 2.26577  0.387
N: -5.46875 -1.84288 2.37887  -0.296
N: -3.40227 -0.74982 3.25973  -0.657
H: 0.40415 4.42066 0.49907  0.275
H: -0.55261 3.75713 -1.02510  0.054
H: 1.19497 4.40080 -1.16277  0.326
H: 2.35071 0.36364 1.51925  -0.171
H: 1.01487 -0.07756 0.29894  0.398
H: 0.23807 -1.29230 2.08087  0.231
H: 0.99001 -0.29181 3.41142  0.071
H: -1.13096 0.70255 3.79040  0.386
H: -1.27604 1.39609 2.08642  0.528
H: -1.83128 -1.79636 2.37061  0.385
H: -2.81749 -1.48823 0.31541  0.321
H: -2.04570 0.30360 0.37507  0.377
H: -4.95434 2.89397 0.57651  0.328
H: -4.36617 5.40190 -0.24589  0.345
H: -3.28675 5.86585 -2.69342  0.354
H: -2.76119 3.78940 -4.31475  0.457
H: -3.32050 1.28115 -3.52331  0.416
H: -5.39249 -2.52408 3.16014  0.318
H: -6.28121 -1.93511 1.75555  0.285
H: -3.52181 0.27822 3.41291  0.408
C: -5.23877 1.20956 -6.57464  -1.086
C: -5.20059 2.66969 -6.16849  0.037
O: -4.19731 3.35776 -6.90638  -0.521
H: -4.26820 0.73727 -6.39999  0.279
H: -6.00165 0.66716 -6.01080  0.295
H: -5.45391 1.11043 -7.64242  0.395
H: -4.96431 2.76492 -5.10740  0.035
H: -6.16586 3.15219 -6.35164  0.251
H: -4.41693 3.27723 -7.84393  0.312
C: 5.07534 -3.00599 0.48883  -0.962
C: 3.72430 -2.37814 0.76393  -0.378
O: 3.88693 -1.03952 1.22704  -0.446
H: 5.68944 -3.00573 1.39352  0.297
H: 4.96406 -4.03418 0.13818  0.180
H: 5.62112 -2.43400 -0.26711  0.374
H: 3.19188 -2.93987 1.53493  0.266
H: 3.10866 -2.36415 -0.14136  0.296
H: 4.35117 -0.54633 0.53566  0.248
C: 3.69029 0.82958 4.84165  -0.613
C: 4.39207 1.85598 3.97418  -0.175
O: 5.23044 1.20717 3.02796  -0.546
H: 4.42003 0.20813 5.36678  0.295
H: 3.04562 1.31588 5.57843  0.333
H: 3.08095 0.15773 4.22937  -0.041
H: 5.01615 2.51078 4.58572  0.334
H: 3.66634 2.47485 3.43572  0.153
H: 4.66942 0.63671 2.48506  0.344
C: 7.56746 -6.95449 0.24773  -1.080
C: 6.10102 -6.62517 0.05153  -0.134
O: 5.95814 -5.53662 -0.85475  -0.542
H: 8.10715 -6.08586 0.63368  0.281
H: 7.69095 -7.78548 0.94617  0.325
H: 8.03438 -7.22303 -0.70433  0.325
H: 5.64384 -6.33662 1.00075  0.276
H: 5.55684 -7.48764 -0.34597  0.272
H: 6.35677 -5.80205 -1.69432  0.284

The calculation puts the lowest unoccupied orbital energy at -0.154 Ha. Its total charge is +1. The value obtained for the HOMO energy is -11.528 eV.

=====

C23H44NNdP3S | ωB97M-V/def2-TZVPD

Last column: Mulliken spin population.
Positions of all 73 atoms, in Å:
Nd: -0.58035 0.75935 0.61467  3.011
P: 1.58251 2.15203 1.05737  -0.012
P: -1.64390 2.90849 -0.34273  -0.002
P: 0.88557 -1.36227 0.64451  -0.005
H: -0.88161 0.97413 -2.37568  0.000
C: -0.72367 0.13661 -1.75028  -0.017
C: -1.87750 -0.36329 -0.93604  0.033
H: -2.80794 0.14570 -0.99980  0.000
C: 2.63779 2.46568 -0.31483  0.000
C: 1.21182 3.72673 1.74957  0.001
C: 2.60900 1.41842 2.28023  0.001
C: -3.09550 2.55771 -1.26774  -0.002
C: -2.13175 4.06734 0.84726  0.003
C: -0.58064 3.75399 -1.49511  -0.003
C: 0.04637 -2.73653 -0.05629  -0.002
C: 1.33886 -1.85689 2.24249  0.001
C: 2.37096 -1.21375 -0.31305  -0.003
H: 0.02917 -0.55392 -2.02603  0.000
H: -1.89760 -1.38592 -0.64891  0.000
H: 3.46656 3.05917 0.09319  -0.001
H: 2.13971 3.03292 -1.10828  0.000
H: 3.03243 1.54458 -0.75596  0.000
H: 2.19608 4.14760 1.98285  0.000
H: 0.62756 3.64886 2.67621  0.000
H: 0.69081 4.40276 1.06903  0.000
H: 3.39275 2.16664 2.44442  -0.001
H: 3.07461 0.48305 1.96638  0.001
H: 2.07795 1.24284 3.22791  0.000
H: -3.44210 3.54615 -1.56888  -0.001
H: -3.87029 2.06999 -0.65403  0.000
H: -2.92527 1.94224 -2.15747  0.000
H: -2.26750 4.99732 0.29242  -0.001
H: -1.42595 4.23505 1.67324  0.000
H: -3.09603 3.76558 1.28301  0.000
H: -1.22183 4.53189 -1.92341  0.000
H: -0.20996 3.09804 -2.29547  0.000
H: 0.27540 4.22100 -1.00483  0.000
H: 0.76701 -3.54523 0.05421  0.000
H: -0.20435 -2.61547 -1.11692  0.000
H: -0.87687 -2.98989 0.48803  0.000
H: 1.98500 -2.72233 2.08034  0.000
H: 0.46440 -2.16619 2.83139  0.000
H: 1.88249 -1.09659 2.81588  -0.001
H: 2.80142 -2.22058 -0.29010  -0.001
H: 3.08140 -0.50560 0.11432  0.000
H: 2.17385 -0.92533 -1.35414  0.001
C: 2.26329 -4.40553 -4.37695  0.000
C: 3.28048 -4.24214 -5.35615  0.000
C: 3.01888 -4.50304 -6.69924  0.000
C: 1.75170 -4.93009 -7.10579  0.000
C: 0.73941 -5.09617 -6.15569  0.000
C: 0.98895 -4.83884 -4.81197  0.000
S: 2.50391 -4.10131 -2.68887  0.000
H: 3.81664 -3.72790 -2.77126  0.000
H: 4.26517 -3.91062 -5.04268  0.000
H: 3.81300 -4.37107 -7.43262  0.000
H: 1.55182 -5.13352 -8.16198  0.000
H: -0.24988 -5.42792 -6.45997  0.000
H: 0.20230 -4.96752 -4.06912  0.000
C: -3.83263 0.34205 6.22719  0.000
C: -3.03087 0.44679 4.95041  -0.001
C: -2.97561 -0.61578 4.05861  -0.001
C: -2.26885 -0.49734 2.90092  0.002
N: -1.60403 0.64280 2.59207  -0.001
C: -1.66004 1.66248 3.46453  0.003
C: -2.34443 1.60234 4.62599  0.000
H: -4.87964 0.14726 5.98372  0.000
H: -3.44912 -0.48376 6.83499  0.000
H: -3.77220 1.26070 6.80260  0.000
H: -3.51629 -1.56146 4.27735  0.000
H: -2.22305 -1.34312 2.15223  -0.002
H: -1.10588 2.63013 3.18150  -0.002
H: -2.36394 2.48048 5.30725  0.000

As for the expectation value of S²: 3.756. The calculation puts the lowest unoccupied orbital energy (spin up / spin down) at -0.399 / -0.402 Ha. Its total charge is +3. The value obtained for the HOMO energy (spin up / spin down) is -13.701 / -13.701 eV. Its spin multiplicity is 4.

=====

C23H45Cl3N2O3PSiTi | ωB97M-V/def2-TZVPD

Last column: Mulliken spin population.
Positions of all 79 atoms, in Å:
C: 4.57491 -2.27535 0.35635  0.000
C: 4.24593 -0.81928 0.26352  0.005
H: 5.56320 -2.49864 -0.08736  0.000
H: 3.81263 -2.90453 -0.12575  0.001
H: 4.60624 -2.56221 1.42385  0.000
C: 5.10438 0.07149 -0.27092  0.000
C: 6.36353 -0.29177 -0.98586  0.000
H: 5.00245 1.14399 -0.09657  0.000
H: 6.27174 -1.21719 -1.57932  0.000
H: 7.17910 -0.44731 -0.25688  0.000
H: 6.68335 0.51842 -1.66156  0.000
Ti: -0.08286 -0.84623 -0.10393  0.964
Cl: -0.22325 -1.17761 2.19264  0.006
Cl: -1.06244 -2.22674 -1.71799  0.006
H: -5.64327 -0.13230 -0.58661  0.000
H: -5.78580 -2.08862 1.28009  0.000
C: -4.88183 -0.77849 -1.04168  0.001
C: -5.00017 -2.57032 0.68204  0.000
N: -4.19982 -1.56633 -0.01290  0.002
H: -4.17291 -0.17627 -1.61599  -0.001
C: -2.96160 -1.33813 0.39226  0.009
O: -2.20962 -0.43207 -0.07789  0.002
H: -4.33493 -3.13664 1.34294  0.000
H: -2.56713 -2.02839 1.16289  -0.004
H: -5.39450 -1.47652 -1.70997  0.000
H: -5.45731 -3.23997 -0.05360  0.000
H: 3.10585 -1.16180 -2.07250  -0.001
H: 4.10686 1.60752 -2.66965  0.001
C: 2.50934 -0.82050 -2.93461  0.007
C: 3.25320 1.51633 -3.36333  -0.001
N: 2.22965 0.61741 -2.83177  0.006
H: 1.57650 -1.39484 -2.96598  -0.001
C: 1.10119 1.11553 -2.30389  0.004
O: 0.22106 0.40072 -1.73477  -0.015
H: 2.81771 2.51271 -3.50818  0.000
H: 0.96666 2.20816 -2.37067  0.002
H: 3.09982 -0.97898 -3.84504  0.000
H: 3.61932 1.11985 -4.31952  0.000
O: 1.89508 -0.74992 0.03417  -0.013
C: 2.94480 -0.38695 0.88358  -0.008
C: 2.77007 1.99960 0.08627  0.005
C: 2.88059 1.11193 1.14455  0.004
H: 2.68409 1.58390 -0.91335  0.000
C: 2.88802 3.37598 0.27067  0.001
H: 2.83404 -0.92746 1.83123  -0.001
C: 3.08746 1.60001 2.43100  0.001
H: 2.78119 4.04712 -0.58414  0.000
C: 3.16902 3.85751 1.54701  0.000
C: 3.28565 2.96740 2.61945  0.000
H: 3.12004 0.87379 3.25217  0.000
H: 3.32759 4.92524 1.70935  0.000
H: 3.51901 3.33558 3.62507  0.000
Si: 0.02695 -4.68209 -1.01741  0.002
Cl: 1.23811 -3.14937 -0.07234  0.019
C: -0.41270 -4.66907 -2.87648  0.002
C: -1.17982 -5.07933 0.38212  -0.002
C: 0.61984 -6.53002 -1.19714  0.000
H: -0.13309 -3.76325 -3.42891  0.000
H: -1.48733 -4.84345 -2.98518  0.000
H: 0.07658 -5.50950 -3.38461  0.000
H: 1.17494 -6.68103 -2.13330  0.000
H: -0.28639 -7.15769 -1.26634  0.000
H: 1.22447 -6.90713 -0.37037  0.000
H: -1.58213 -4.18267 0.86935  0.005
H: -0.65927 -5.67469 1.15471  0.000
H: -1.99600 -5.70048 -0.02136  -0.001
C: -0.19901 2.78541 2.20946  0.002
P: -0.92415 1.87060 0.79861  -0.006
C: -2.68129 1.93544 1.35340  -0.001
C: -0.99929 3.20781 -0.45862  -0.001
H: 0.15191 2.04344 2.93533  -0.001
H: -0.96144 3.42729 2.67318  0.000
H: 0.65173 3.38725 1.87210  0.000
H: -2.89235 2.91670 1.79800  0.000
H: -3.34504 1.75455 0.49874  0.000
H: -2.82459 1.14627 2.10133  0.000
H: -1.74298 3.96008 -0.15224  0.000
H: -0.01308 3.68112 -0.55991  0.000
H: -1.29463 2.77005 -1.42064  0.001

As for the expectation value of S²: 0.753. The calculation puts the lowest unoccupied orbital energy (spin up / spin down) at 0.017 / 0.017 Ha. The value obtained for the HOMO energy (spin up / spin down) is -6.970 / -8.188 eV. Its spin multiplicity is 2.